{
  "formula": "C23H49BBr8O2",
  "method": "wB97M-V/def2-TZVPD",
  "smiles": "COCCCCCBCCCCCCCCOC.BrCCBr.BrCCBr.BrCCBr.BrCCBr",
  "fmax_ha_per_bohr": 0.004,
  "orbital_gap_ev": 9.887,
  "homo_energy_ev": -9.4,
  "elements": ["C", "O", "C", "C", "C", "C", "C", "B", "C", "C", "C", "C", "C", "C", "C", "C", "O", "C", "H", "H", "H", "H", "H", "H", "H", "H", "H", "H", "H", "H", "H", "H", "H", "H", "H", "H", "H", "H", "H", "H", "H", "H", "H", "H", "H", "H", "H", "H", "H", "H", "H", "Br", "C", "C", "Br", "H", "H", "H", "H", "Br", "C", "C", "Br", "H", "H", "H", "H", "Br", "C", "C", "Br", "H", "H", "H", "H", "Br", "C", "C", "Br", "H", "H", "H", "H"],
  "xyz": [[8.1760, -0.1518, 3.0088], [8.7375, 1.1405, 3.0007], [9.8561, 1.2962, 2.1455], [9.5149, 1.8472, 0.7536], [8.5250, 3.0239, 0.7191], [7.0378, 2.7278, 0.9615], [6.4460, 1.5672, 0.1482], [4.9967, 1.1795, 0.5718], [4.2429, -0.1415, 0.2193], [3.3626, -0.6947, 1.3630], [1.9153, -0.9486, 0.9424], [1.0557, -1.5712, 2.0486], [0.2426, -0.5419, 2.8340], [-1.0264, -0.1132, 2.1047], [-1.8498, 0.9191, 2.8673], [-3.0311, 1.4512, 2.0590], [-3.4625, 2.7437, 2.4380], [-2.5988, 3.7764, 2.0214], [8.2669, -0.6386, 2.0303], [7.1129, -0.0641, 3.2484], [8.6592, -0.7880, 3.7615], [10.5313, 1.9912, 2.6553], [10.3862, 0.3383, 2.0546], [10.4637, 2.2012, 0.3331], [9.1794, 1.0468, 0.0857], [8.8583, 3.7666, 1.4554], [8.6211, 3.5064, -0.2607], [6.8643, 2.5684, 2.0257], [6.4724, 3.6287, 0.6936], [6.3852, 1.8586, -0.9142], [7.0916, 0.6821, 0.1560], [4.3814, 1.9800, 1.2320], [3.5883, 0.1305, -0.6267], [4.9067, -0.9248, -0.1630], [3.7816, -1.6352, 1.7380], [3.3674, -0.0014, 2.2138], [1.4713, 0.0116, 0.6446], [1.9194, -1.5739, 0.0431], [1.7009, -2.1228, 2.7423], [0.3745, -2.3101, 1.6123], [-0.0210, -0.9323, 3.8224], [0.8635, 0.3482, 3.0090], [-1.6400, -1.0050, 1.9182], [-0.7669, 0.2947, 1.1191], [-2.2245, 0.4712, 3.7939], [-1.2069, 1.7547, 3.1673], [-2.7909, 1.4434, 0.9834], [-3.8977, 0.8011, 2.2063], [-1.7223, 3.8778, 2.6724], [-3.1656, 4.7076, 2.0483], [-2.2495, 3.6035, 0.9938], [5.5734, 0.0028, -3.2339], [4.7439, 1.1346, -4.5750], [5.4975, 2.4258, -4.7605], [5.2943, 3.6119, -3.2349], [3.7255, 1.3092, -4.2413], [4.7348, 0.5636, -5.5004], [5.1138, 2.9677, -5.6216], [6.5635, 2.2568, -4.8772], [-6.4468, -1.8431, 0.7360], [-7.4096, -1.6525, 2.4141], [-6.7565, -0.6470, 3.3243], [-5.0872, -1.3067, 4.0633], [-7.4455, -2.6422, 2.8582], [-8.4143, -1.3300, 2.1517], [-7.4013, -0.4300, 4.1725], [-6.5177, 0.2750, 2.8021], [-7.9713, -3.6791, -5.1534], [-8.1189, -2.1793, -3.9225], [-8.1059, -2.6144, -2.4812], [-9.7530, -3.5099, -1.9818], [-9.0427, -1.6681, -4.1777], [-7.2692, -1.5334, -4.1309], [-8.0233, -1.7457, -1.8319], [-7.2971, -3.3057, -2.2649], [-12.9871, -5.1394, -3.7191], [-12.7930, -4.3952, -5.5016], [-11.6209, -3.4562, -5.6092], [-11.9439, -1.7798, -4.6813], [-13.7310, -3.8991, -5.7312], [-12.6524, -5.2417, -6.1699], [-11.4420, -3.1978, -6.6502], [-10.7189, -3.8773, -5.1728]],
  "mulliken_charge": [-0.70, -0.37, -0.62, -0.53, -1.01, -0.46, -0.27, 0.25, -0.73, -0.48, -0.68, -0.87, -0.68, -0.52, -0.26, -0.15, -0.40, -0.72, 0.35, 0.19, 0.31, 0.35, 0.39, 0.39, 0.29, 0.33, 0.41, 0.33, 0.48, -0.04, 0.16, -0.17, 0.31, 0.34, 0.29, 0.21, 0.30, 0.37, 0.43, 0.41, 0.46, 0.26, 0.20, 0.32, 0.17, 0.25, 0.42, -0.17, 0.26, 0.26, 0.33, -0.12, -0.59, -0.60, -0.13, 0.36, 0.35, 0.36, 0.36, -0.13, -0.59, -0.61, -0.13, 0.36, 0.37, 0.39, 0.35, -0.15, -0.47, -0.47, -0.11, 0.21, 0.40, 0.22, 0.37, -0.15, -0.59, -0.44, -0.13, 0.38, 0.36, 0.40, 0.15]
}

{
  "formula": "C18H19N3O3S2",
  "method": "wB97M-V/def2-TZVPD",
  "de_lowest_kcal_mol": 38.7,
  "smiles": "C=CCn1c(SCC(=O)NCc2ccco2)nc2sc(C)c(C)c2c1=O",
  "fmax_ha_per_bohr": 0.018,
  "orbital_gap_ev": 8.560,
  "homo_energy_ev": -8.2,
  "elements": ["C", "C", "C", "N", "C", "S", "C", "C", "O", "N", "C", "C", "C", "C", "C", "O", "N", "C", "S", "C", "C", "C", "C", "C", "C", "O", "H", "H", "H", "H", "H", "H", "H", "H", "H", "H", "H", "H", "H", "H", "H", "H", "H", "H", "H"],
  "xyz": [[3.8837, 2.9929, -2.1121], [2.9666, 3.0601, -1.1668], [3.1553, 2.4729, 0.2021], [2.2950, 1.3110, 0.3879], [0.9932, 1.4511, 0.7326], [0.4009, 3.0739, 1.0381], [-1.2289, 2.7618, 1.7832], [-2.3505, 2.6990, 0.7480], [-3.1719, 3.5810, 0.6361], [-2.3076, 1.5875, -0.0061], [-3.3147, 1.2788, -0.9909], [-4.1411, 0.0968, -0.5871], [-3.8682, -0.9687, 0.2190], [-5.0381, -1.7694, 0.2222], [-5.9284, -1.1316, -0.5813], [-5.3946, -0.0001, -1.0745], [0.1577, 0.4633, 0.8644], [0.6518, -0.7712, 0.6522], [-0.3062, -2.1996, 0.7820], [1.0756, -3.1857, 0.3699], [0.9399, -4.6645, 0.2961], [2.1998, -2.4506, 0.1463], [3.5150, -3.0515, -0.2203], [1.9655, -1.0522, 0.3065], [2.8842, 0.0449, 0.1415], [4.0560, -0.0221, -0.1660], [3.7226, 3.4109, -3.0910], [4.8344, 2.5157, -1.9413], [2.0080, 3.5285, -1.3437], [4.1824, 2.1194, 0.3195], [2.9166, 3.2087, 0.9753], [-1.1553, 1.8335, 2.3471], [-1.4044, 3.6090, 2.4452], [-1.5930, 0.8951, 0.1998], [-3.9613, 2.1560, -1.0899], [-2.8323, 1.0885, -1.9592], [-2.9576, -1.1679, 0.7458], [-5.1858, -2.6882, 0.7511], [-6.9326, -1.3664, -0.8725], [1.6115, -5.1432, 1.0094], [1.2046, -5.0205, -0.7000], [-0.0798, -4.9673, 0.5170], [4.2493, -2.2659, -0.3667], [3.4238, -3.6331, -1.1370], [3.8588, -3.7205, 0.5680]],
  "mulliken_charge": [-0.82, 0.30, -1.58, 0.15, 0.36, -0.12, -0.71, 0.69, -0.67, 0.20, -0.73, -0.05, 0.46, -0.82, -0.39, -0.39, -0.35, -0.05, -0.41, 0.98, -1.23, -0.18, -1.65, 0.40, 0.67, -0.70, 0.28, 0.27, 0.28, 0.48, 0.50, 0.35, 0.40, 0.08, 0.38, 0.29, 0.37, 0.42, 0.47, 0.31, 0.30, 0.42, 0.37, 0.33, 0.33]
}

{
  "formula": "C31H49CuN7P2S",
  "method": "wB97M-V/def2-TZVPD",
  "de_lowest_kcal_mol": 0.0,
  "charge": 2,
  "multiplicity": 2,
  "fmax_ha_per_bohr": 0.009,
  "orbital_gap_ev": [7.798, 6.873],
  "homo_energy_ev": [-13.3, -13.7],
  "elements": ["Cu", "C", "N", "C", "C", "N", "C", "S", "C", "C", "C", "C", "C", "N", "H", "H", "H", "H", "H", "H", "H", "H", "H", "C", "P", "C", "N", "C", "C", "C", "C", "C", "C", "N", "C", "P", "C", "C", "C", "C", "C", "C", "C", "C", "C", "H", "H", "H", "H", "H", "H", "H", "H", "H", "H", "H", "H", "H", "H", "H", "H", "H", "H", "H", "H", "H", "H", "H", "H", "H", "H", "H", "H", "C", "C", "C", "C", "N", "N", "H", "H", "H", "H", "H", "H", "H", "H", "H", "H", "H", "H"],
  "xyz": [[0.3169, 0.6665, 0.4469], [-2.6715, 3.3656, 3.7641], [-2.2715, 3.7355, 2.4017], [-2.9231, 4.6818, 1.6291], [-2.2816, 4.7502, 0.4588], [-1.2157, 3.8438, 0.5183], [-1.2354, 3.2118, 1.7311], [-0.2245, 1.9898, 2.3713], [-0.1887, 3.7906, -0.4853], [-0.0777, 4.8470, -1.3806], [0.9529, 4.8306, -2.2974], [1.8608, 3.7835, -2.2734], [1.6568, 2.7825, -1.3533], [0.6314, 2.7507, -0.4823], [-3.7292, 3.5846, 3.8762], [-2.0952, 3.9320, 4.4917], [-2.4949, 2.3043, 3.9090], [-3.7917, 5.2123, 1.9808], [-2.5075, 5.3418, -0.4068], [-0.7437, 5.6934, -1.3445], [1.0607, 5.6460, -3.0009], [2.7081, 3.7478, -2.9445], [2.3482, 1.9535, -1.2908], [1.1587, 0.2004, -3.3113], [0.9225, -0.5743, -1.6864], [-0.4693, -1.7287, -1.9741], [-0.4630, -2.4371, -3.0792], [-1.3840, -3.4255, -3.1800], [-1.4185, -4.2227, -4.3517], [-2.3009, -5.2542, -4.4270], [-3.1875, -5.5407, -3.3491], [-3.1833, -4.7846, -2.2187], [-2.2785, -3.6973, -2.1165], [-2.3071, -2.9093, -1.0132], [-1.4335, -1.9280, -0.9623], [-1.6061, -0.7216, 0.3983], [-1.9085, -1.7539, 1.8526], [-3.1975, 0.1563, 0.0063], [-3.6689, 0.8334, 1.3036], [-4.3093, -0.7784, -0.4768], [-2.8971, 1.1767, -1.0993], [2.3869, -1.6921, -1.4637], [2.1521, -2.5193, -0.1926], [3.6404, -0.7955, -1.3636], [2.5921, -2.6513, -2.6397], [1.1090, -0.5899, -4.0599], [2.1208, 0.7078, -3.3664], [0.3666, 0.9245, -3.5016], [-0.7280, -3.9981, -5.1539], [-2.3295, -5.8749, -5.3133], [-3.8748, -6.3721, -3.4391], [-3.8532, -4.9822, -1.3921], [-2.7816, -2.3774, 1.6671], [-2.0613, -1.1329, 2.7343], [-1.0438, -2.3945, 2.0243], [-4.1870, 0.1160, 1.9426], [-4.3769, 1.6310, 1.0610], [-2.8545, 1.2551, 1.8869], [-4.5510, -1.5535, 0.2514], [-4.0775, -1.2599, -1.4259], [-5.2073, -0.1695, -0.6209], [-2.0163, 1.7910, -0.8847], [-3.7524, 1.8457, -1.2245], [-2.7304, 0.6752, -2.0559], [1.8822, -1.9312, 0.6863], [3.0638, -3.0691, 0.0524], [1.3635, -3.2586, -0.3574], [3.4834, 0.1451, -0.8299], [4.0081, -0.5252, -2.3541], [4.4443, -1.3359, -0.8581], [1.7450, -3.3165, -2.7955], [3.4666, -3.2705, -2.4161], [2.7945, -2.1254, -3.5741], [4.4095, -1.1215, 2.7737], [3.3702, -0.2173, 3.4215], [3.9382, 1.1887, 3.6182], [2.9292, -0.7959, 4.7604], [2.1337, -0.2232, 2.5830], [2.2256, 0.5834, 1.3938], [5.3091, -1.1628, 3.3898], [4.7171, -0.7478, 1.7903], [4.0189, -2.1334, 2.6564], [4.7335, 1.1672, 4.3645], [3.1692, 1.8812, 3.9778], [4.3786, 1.5943, 2.7033], [3.7912, -0.9352, 5.4130], [2.4471, -1.7663, 4.6225], [2.2303, -0.1249, 5.2698], [1.3754, 0.1484, 3.1430], [2.9714, 0.1737, 0.8437], [2.5056, 1.5397, 1.6173]],
  "mulliken_charge": [1.86, -0.80, 0.22, -0.79, -0.40, 0.50, -0.22, -0.36, 0.90, -1.09, -0.73, -1.14, -0.55, 0.44, 0.35, 0.32, 0.35, 0.49, 0.47, 0.43, 0.45, 0.51, 0.56, -1.67, 0.81, -0.10, -0.25, 0.25, -0.51, -0.58, -0.60, -0.52, 0.22, -0.29, -0.21, 1.11, -1.63, 2.01, -1.70, -1.92, -1.96, 1.75, -1.73, -1.83, -1.79, 0.53, 0.41, 0.36, 0.48, 0.43, 0.43, 0.49, 0.43, 0.41, 0.46, 0.41, 0.53, 0.01, 0.37, 0.38, 0.54, 0.17, 0.54, 0.33, 0.25, 0.58, 0.25, 0.26, 0.35, 0.53, 0.34, 0.51, 0.39, -1.41, 1.37, -1.74, -1.80, -0.26, 0.28, 0.50, 0.24, 0.31, 0.49, 0.37, 0.32, 0.45, 0.38, 0.43, 0.30, -0.38, 0.31]
}

Repeat the second record exactly.
{
  "formula": "C18H19N3O3S2",
  "method": "wB97M-V/def2-TZVPD",
  "de_lowest_kcal_mol": 38.7,
  "smiles": "C=CCn1c(SCC(=O)NCc2ccco2)nc2sc(C)c(C)c2c1=O",
  "fmax_ha_per_bohr": 0.018,
  "orbital_gap_ev": 8.560,
  "homo_energy_ev": -8.2,
  "elements": ["C", "C", "C", "N", "C", "S", "C", "C", "O", "N", "C", "C", "C", "C", "C", "O", "N", "C", "S", "C", "C", "C", "C", "C", "C", "O", "H", "H", "H", "H", "H", "H", "H", "H", "H", "H", "H", "H", "H", "H", "H", "H", "H", "H", "H"],
  "xyz": [[3.8837, 2.9929, -2.1121], [2.9666, 3.0601, -1.1668], [3.1553, 2.4729, 0.2021], [2.2950, 1.3110, 0.3879], [0.9932, 1.4511, 0.7326], [0.4009, 3.0739, 1.0381], [-1.2289, 2.7618, 1.7832], [-2.3505, 2.6990, 0.7480], [-3.1719, 3.5810, 0.6361], [-2.3076, 1.5875, -0.0061], [-3.3147, 1.2788, -0.9909], [-4.1411, 0.0968, -0.5871], [-3.8682, -0.9687, 0.2190], [-5.0381, -1.7694, 0.2222], [-5.9284, -1.1316, -0.5813], [-5.3946, -0.0001, -1.0745], [0.1577, 0.4633, 0.8644], [0.6518, -0.7712, 0.6522], [-0.3062, -2.1996, 0.7820], [1.0756, -3.1857, 0.3699], [0.9399, -4.6645, 0.2961], [2.1998, -2.4506, 0.1463], [3.5150, -3.0515, -0.2203], [1.9655, -1.0522, 0.3065], [2.8842, 0.0449, 0.1415], [4.0560, -0.0221, -0.1660], [3.7226, 3.4109, -3.0910], [4.8344, 2.5157, -1.9413], [2.0080, 3.5285, -1.3437], [4.1824, 2.1194, 0.3195], [2.9166, 3.2087, 0.9753], [-1.1553, 1.8335, 2.3471], [-1.4044, 3.6090, 2.4452], [-1.5930, 0.8951, 0.1998], [-3.9613, 2.1560, -1.0899], [-2.8323, 1.0885, -1.9592], [-2.9576, -1.1679, 0.7458], [-5.1858, -2.6882, 0.7511], [-6.9326, -1.3664, -0.8725], [1.6115, -5.1432, 1.0094], [1.2046, -5.0205, -0.7000], [-0.0798, -4.9673, 0.5170], [4.2493, -2.2659, -0.3667], [3.4238, -3.6331, -1.1370], [3.8588, -3.7205, 0.5680]],
  "mulliken_charge": [-0.82, 0.30, -1.58, 0.15, 0.36, -0.12, -0.71, 0.69, -0.67, 0.20, -0.73, -0.05, 0.46, -0.82, -0.39, -0.39, -0.35, -0.05, -0.41, 0.98, -1.23, -0.18, -1.65, 0.40, 0.67, -0.70, 0.28, 0.27, 0.28, 0.48, 0.50, 0.35, 0.40, 0.08, 0.38, 0.29, 0.37, 0.42, 0.47, 0.31, 0.30, 0.42, 0.37, 0.33, 0.33]
}

Number 2 is which compound? C18H19N3O3S2

Number 2 is which compound? C18H19N3O3S2